Record 1
{"formula": "C7H6GaO6S", "method": "ωB97M-V/def2-TZVPD", "charge": 3, "de_lowest_ev": 2.021, "lumo_ev": -14.493, "species": ["O", "C", "Ga", "O", "C", "C", "O", "C", "O", "C", "O", "C", "S", "C", "O", "H", "H", "H", "H", "H", "H"], "positions_angstrom": [[2.61731, -2.54403, -1.70608], [1.88022, -1.82759, -1.22561], [0.00000, 0.00000, 0.00000], [1.25825, 2.39466, -1.43271], [0.81188, 1.46934, -0.91186], [-1.19226, 1.15861, 0.77709], [-1.94466, 1.88975, 1.26743], [1.18852, 0.25754, 1.47328], [1.86124, 0.45351, 2.38753], [-1.20768, -0.23957, -1.46080], [-1.97651, -0.34254, -2.31221], [-3.04558, -1.11612, 2.12470], [-1.24799, -1.41639, 2.38944], [-1.49220, -3.21515, 2.52445], [-0.79999, -1.44756, 0.89898], [-3.60638, -1.48015, 3.01734], [-3.43499, -1.63194, 1.22681], [-3.27127, -0.03532, 2.06611], [-2.07759, -3.61069, 1.66697], [-0.50890, -3.71904, 2.58037], [-2.04408, -3.43223, 3.46641]], "atomic_forces_ev_per_a": [[-1.91, 1.80, 1.26], [1.52, -1.34, -1.02], [1.63, -5.46, -0.45], [-2.14, -4.38, 2.48], [4.41, 7.28, -4.81], [-7.71, 7.93, 4.94], [3.87, -3.73, -2.51], [6.22, 1.14, 7.18], [-3.14, -0.98, -4.21], [-5.80, -1.72, -7.24], [3.61, 0.49, 4.04], [-0.71, 0.80, 0.89], [-3.03, -2.33, 0.49], [0.32, -0.94, 1.06], [1.11, 0.44, -1.96], [0.53, 0.15, -0.48], [0.66, 0.00, 0.40], [0.21, -0.55, 0.08], [0.37, 0.71, 0.35], [-0.40, 0.39, -0.02], [0.39, 0.28, -0.47]], "nbo_charge": [-0.294, 0.491, 0.893, -0.128, 0.532, 0.536, -0.167, 0.539, -0.155, 0.555, -0.146, -0.804, 1.195, -0.768, -1.008, 0.316, 0.284, 0.248, 0.289, 0.291, 0.301]}

Record 2
{"formula": "C36H41N4OP2S3Yb", "method": "ωB97M-V/def2-TZVPD", "charge": 2, "de_lowest_ev": 3.238, "multiplicity": 2, "lumo_ev": [-5.831, -5.826], "species": ["Yb", "N", "N", "C", "N", "S", "H", "H", "H", "H", "H", "C", "C", "P", "C", "C", "C", "C", "C", "C", "C", "C", "C", "C", "C", "C", "P", "C", "C", "C", "C", "C", "C", "C", "C", "C", "C", "C", "C", "H", "H", "H", "H", "H", "H", "H", "H", "H", "H", "H", "H", "H", "H", "H", "H", "H", "H", "H", "H", "H", "H", "H", "H", "S", "C", "C", "C", "C", "C", "N", "H", "H", "H", "H", "O", "S", "C", "C", "C", "C", "H", "H", "H", "H", "H", "H", "H", "H"], "positions_angstrom": [[-0.75804, -0.06600, -0.17386], [-1.34730, 0.57556, -2.63727], [-0.36968, 0.48090, -3.64371], [0.38220, -0.86011, -3.67476], [0.81322, -0.99799, -5.05275], [-1.12856, -2.52227, -1.77232], [-2.27665, 0.21903, -2.86197], [-1.43457, 1.56835, -2.59480], [-0.89473, 0.33612, -4.50401], [1.25415, -1.92391, -5.27760], [1.32022, -0.15087, -5.34706], [3.15686, 0.46217, -0.49524], [2.92483, -0.40663, 0.74727], [1.50421, 0.15453, 1.72933], [2.09690, 1.71524, 2.38697], [1.26408, 2.85277, 2.19173], [1.68747, 4.11779, 2.72205], [2.85937, 4.15910, 3.43757], [3.75371, 3.04197, 3.53467], [3.35455, 1.83702, 3.03286], [1.38710, -1.00521, 3.12512], [1.82525, -2.28594, 3.18450], [1.53681, -3.14010, 4.27771], [0.78891, -2.59734, 5.29044], [0.34271, -1.28489, 5.25185], [0.66828, -0.46743, 4.15813], [1.68786, 0.70169, -1.59177], [2.24815, 2.10584, -2.56289], [2.35918, 2.01250, -3.93713], [2.41938, 3.11070, -4.74994], [2.49318, 4.37530, -4.15768], [2.43289, 4.48335, -2.79441], [2.29307, 3.35999, -1.97704], [1.51036, -0.81463, -2.60710], [2.31411, -1.84481, -2.36286], [2.16814, -3.19560, -2.86628], [1.07301, -3.92861, -3.18286], [-0.26334, -3.41677, -3.24084], [-0.63134, -1.99590, -3.40325], [3.49205, 1.43587, -0.20844], [3.91780, 0.07595, -1.13103], [3.82005, -0.52750, 1.31943], [2.66844, -1.41087, 0.44420], [0.31496, 2.70266, 1.71574], [1.07300, 5.04575, 2.69935], [3.16886, 5.12612, 3.91079], [4.78127, 3.22923, 3.97799], [4.01553, 1.01771, 3.07185], [2.63159, -2.63373, 2.45965], [1.94730, -4.17535, 4.40159], [0.45049, -3.27890, 6.09193], [-0.40042, -0.94585, 5.99013], [0.23892, 0.45569, 4.13311], [2.50433, 1.06102, -4.52722], [2.50581, 2.97543, -5.80756], [2.43059, 5.17689, -4.82844], [2.42136, 5.46043, -2.27372], [2.08827, 3.49876, -0.90857], [3.07541, -1.77695, -1.63161], [3.02783, -3.84310, -2.77710], [1.12473, -4.96091, -3.49873], [-0.97092, -4.08597, -3.64535], [-1.51529, -1.98645, -4.09289], [-2.10353, 1.90734, 1.03639], [-3.39784, 1.33163, 0.04048], [-4.58831, 2.07854, -0.07473], [-5.60963, 1.57719, -0.79765], [-5.52036, 0.27431, -1.39919], [-4.28733, -0.37360, -1.24853], [-3.21190, 0.17123, -0.54812], [-4.60645, 3.09441, 0.47526], [-6.58006, 1.96944, -0.92881], [-6.37395, -0.21279, -1.84168], [-4.15178, -1.32823, -1.74191], [-1.28276, -1.66288, 1.18931], [-1.59828, -2.39132, 2.47596], [-2.52676, -1.21391, 3.46679], [-3.85640, -0.96687, 2.77776], [-4.25391, -2.22076, 1.95855], [-3.06420, -3.23991, 2.01996], [-2.07649, -0.25551, 3.49873], [-2.59633, -1.66577, 4.43850], [-3.75199, -0.09200, 2.15580], [-4.64401, -0.74089, 3.49429], [-4.39348, -1.98960, 0.90047], [-5.17682, -2.70104, 2.36733], [-2.85460, -3.71838, 1.05898], [-3.12068, -4.03144, 2.74015]], "atomic_forces_ev_per_a": [[-0.93, 0.22, -0.02], [0.22, 0.03, 1.59], [0.61, -2.56, -1.79], [-0.42, 0.21, 0.92], [0.12, -0.34, 0.21], [0.08, -0.33, 0.40], [0.25, -0.25, -0.27], [-0.57, 0.95, 0.64], [0.24, 0.73, -0.47], [-0.33, 1.65, 0.34], [-0.08, -1.08, -0.02], [-0.95, -0.67, 0.28], [-0.37, -0.26, -0.86], [0.19, -0.15, -0.41], [-0.59, 1.52, 0.07], [1.71, 0.04, 1.15], [-0.99, -0.75, 0.04], [1.57, 0.47, 0.42], [0.29, 1.88, 0.48], [-1.00, 0.49, -0.64], [-0.01, 1.68, -0.69], [2.68, -2.80, -0.44], [0.96, 0.23, -0.70], [-1.06, -0.95, 1.07], [-0.61, 0.41, -0.36], [-0.47, -3.05, 2.05], [0.08, -0.05, 0.72], [-0.60, -0.25, -0.13], [0.62, -1.72, -1.83], [0.71, 0.77, 0.90], [-0.76, -1.42, -0.47], [0.00, 0.95, 1.54], [-0.45, 0.29, 0.02], [-0.15, 0.94, -0.53], [-0.98, -0.88, -0.23], [-0.33, -1.98, 0.04], [0.91, 1.12, 0.06], [-0.10, 1.39, 0.63], [-0.91, -0.04, -1.93], [0.03, 0.83, 0.18], [0.91, -0.47, -0.40], [0.64, 0.21, 0.53], [-0.12, -0.54, -0.21], [-0.30, 0.26, -0.24], [0.35, -1.03, -0.29], [-0.29, -1.03, -0.53], [-1.53, -0.54, -0.46], [0.60, -1.01, 0.16], [-1.49, 0.29, 0.64], [-0.44, 1.17, -0.52], [0.34, 0.66, -0.26], [0.75, 0.02, -0.16], [-0.83, 2.68, -0.23], [-0.46, 0.72, 1.38], [-0.05, 0.11, -0.43], [0.32, 1.46, -0.43], [0.10, -0.57, -0.64], [0.26, -0.09, -0.34], [0.89, 0.32, 0.40], [0.58, 0.32, -0.19], [0.50, -0.10, 0.27], [-0.83, -0.63, -0.24], [0.80, 0.70, 0.52], [0.99, 0.02, 0.07], [-0.35, 0.88, 0.41], [0.63, 2.17, 1.27], [-0.71, -2.45, -0.98], [2.38, 0.43, 1.41], [-0.47, 0.96, -0.11], [-1.25, -1.63, -1.35], [-0.19, -1.86, -1.10], [-0.70, 1.28, 0.23], [0.07, 0.07, -0.26], [0.35, -0.15, 0.25], [0.71, 1.02, -1.20], [0.10, 0.25, 0.74], [-0.80, -0.22, -0.50], [-0.72, -0.83, -0.24], [0.15, -0.83, 0.28], [-0.73, 0.05, -0.45], [1.25, 0.61, 0.36], [-0.05, -0.15, 0.59], [-0.02, 0.13, -0.30], [0.13, 0.04, 0.18], [-0.28, 0.10, 0.25], [0.76, 0.37, -0.48], [0.00, 0.06, 0.10], [-0.58, -0.49, 0.58]], "mulliken_spin": [1.011, -0.001, 0.000, -0.001, 0.000, 0.000, 0.000, 0.000, 0.000, 0.000, 0.000, 0.000, 0.000, -0.003, 0.000, 0.000, 0.000, 0.000, 0.000, 0.000, 0.001, 0.000, 0.000, 0.000, 0.000, 0.000, -0.006, 0.000, 0.001, -0.001, 0.000, 0.000, 0.000, 0.004, -0.002, 0.001, 0.000, 0.000, 0.000, 0.000, 0.000, 0.000, 0.000, 0.000, 0.000, 0.000, 0.000, 0.000, 0.000, 0.000, 0.000, 0.000, 0.000, 0.000, 0.000, 0.000, 0.000, 0.000, 0.000, 0.000, 0.000, 0.000, 0.000, 0.000, -0.002, 0.001, -0.001, 0.001, -0.001, -0.002, 0.000, 0.000, 0.000, 0.000, -0.001, 0.000, 0.000, 0.000, 0.000, 0.000, 0.000, 0.000, 0.000, 0.000, 0.000, 0.000, 0.000, 0.000]}

Record 3
{"formula": "C6H9NO", "method": "ωB97M-V/def2-TZVPD", "smiles": "CC1(C)C=C1C(N)=O", "de_lowest_ev": 4.066, "lumo_ev": 0.819, "species": ["C", "C", "C", "C", "C", "C", "N", "O", "H", "H", "H", "H", "H", "H", "H", "H", "H"], "positions_angstrom": [[1.46722, -0.95023, 0.05521], [0.87730, 0.37192, -0.25010], [1.31483, 1.50664, 0.69409], [0.04276, 0.77659, -1.39544], [-0.88406, 0.21036, -0.66262], [-2.08972, -0.08227, -0.00477], [-2.27395, -1.47347, 0.03281], [-2.83688, 0.78660, 0.41058], [2.49379, -0.79098, -0.05427], [1.21416, -1.61326, -0.74201], [1.25235, -1.35857, 1.14301], [0.72138, 2.49927, 0.68115], [2.31597, 1.79027, 0.63596], [1.09393, 1.10271, 1.79557], [0.05575, 1.18006, -2.32222], [-2.04492, -1.95401, -0.77092], [-2.71991, -2.00163, 0.75397]], "atomic_forces_ev_per_a": [[-0.75, -0.27, 1.21], [-2.92, 1.75, 0.90], [-3.83, -0.31, 2.94], [-1.34, -2.74, 2.09], [4.59, 2.23, -0.19], [-1.61, -0.64, 0.05], [-0.58, 1.41, 1.69], [0.38, -0.84, 0.59], [2.11, -0.16, 0.28], [-0.47, -0.95, -0.13], [0.24, 0.85, -2.31], [0.63, -1.79, -0.53], [1.90, 0.04, -0.28], [0.81, 0.91, -2.04], [0.58, 1.29, -2.84], [0.87, -1.15, -1.62], [-0.61, 0.37, 0.18]], "nbo_charge": [-0.633, 0.059, -0.647, -0.197, -0.073, 0.600, -0.852, -0.547, 0.212, 0.220, 0.219, 0.230, 0.217, 0.205, 0.201, 0.385, 0.401]}